Entry 1:
Here is C4H7N3 in the gas phase from the OMol25 dataset. Energies are from ωB97M-V/def2-TZVPD.

Values from the calculation:
highest occupied orbital energy	-9.320	eV
SMILES	[H]/N=C(\C#N)NCC
energy	-8730.596	eV
energy above the lowest of the compared OMol25 structures with the same formula, charge and spin	104.48	kJ/mol

Geometry as XYZ:
```
14
Properties=species:S:1:pos:R:3:forces:R:3
H 3.1703 -0.0942 1.3047 0.44 0.20 -0.57
N 2.2816 -0.5508 1.2295 0.36 0.50 -0.08
C 1.4433 -0.1428 0.3467 0.35 -0.16 0.40
C 1.6985 0.7195 -0.8043 0.30 0.63 -0.67
N 1.9357 1.3869 -1.7197 -0.30 -0.71 0.96
N 0.1980 -0.6120 0.5828 0.34 -0.05 0.10
C -0.9689 -0.6448 -0.2967 0.00 -0.05 0.00
C -1.8405 0.6102 -0.1893 0.04 0.02 0.05
H 0.4758 -1.1546 1.4261 -1.94 -0.24 -0.50
H -0.6451 -0.7726 -1.3397 0.04 -0.01 0.25
H -1.5593 -1.5307 -0.0451 0.16 0.10 0.02
H -1.2861 1.5007 -0.5047 -0.06 -0.15 0.06
H -2.1770 0.7622 0.8406 0.06 -0.03 -0.12
H -2.7263 0.5230 -0.8307 0.20 -0.04 0.10
```
Positions in Å, forces in eV/Å.

Here are the Löwdin charges for atoms 1 to 8, given in e: 0.05, 0.11, -0.47, -0.12, 0.17, 0.01, -0.24, -0.09


Entry 2:
Here is a molecular structure, C34H44CrN3O2 from the OMol25 dataset. Energies are from ωB97M-V/def2-TZVPD.

Values from the calculation:
highest occupied orbital energy (alpha / beta)	-10.594 / -10.687	eV
2S+1	5
charge	+1
energy	-72954.102	eV

Geometry as XYZ:
```
84
Properties=species:S:1:pos:R:3:forces:R:3
Cr -0.9326 0.2815 -2.3854 0.15 -1.05 -0.09
C 4.8631 -1.7631 1.6456 -0.08 0.08 -0.02
C 3.7752 -0.7757 2.1054 0.16 0.03 0.07
C 4.4363 0.4571 2.7462 -0.03 -0.08 -0.06
C 2.9007 -1.4655 3.1529 0.01 0.03 -0.05
C 2.9758 -0.3220 0.8954 -0.46 -0.12 0.30
C 1.6119 -0.4376 0.8325 0.26 -0.02 0.35
C 0.9531 -0.0455 -0.3382 -0.22 0.10 -0.25
N -0.3654 -0.1520 -0.5997 0.39 -0.56 0.97
C -1.4025 -0.4888 0.2143 -0.28 0.01 -0.47
C -1.5225 -0.3471 1.6046 -0.05 -0.14 0.34
C -2.6669 -0.7980 2.2155 0.36 0.14 0.01
C -3.5936 -1.5500 1.4391 -0.05 0.00 -0.19
C -3.5376 -1.7022 0.0743 -0.06 -0.06 -0.09
C -2.4983 -0.9814 -0.5846 0.35 0.28 0.34
O -2.4015 -0.7619 -1.8645 -1.12 -0.69 0.16
C -4.4292 -2.6734 -0.6986 0.02 0.00 -0.08
C -5.3924 -3.3993 0.2386 0.05 0.04 -0.01
C -3.4869 -3.7145 -1.3381 -0.06 0.09 0.00
C -5.2508 -1.9766 -1.7940 0.04 0.00 0.14
C -2.9469 -0.5617 3.6930 -0.05 -0.06 0.08
C -2.7770 -1.8830 4.4600 -0.05 0.07 -0.06
C -4.3914 -0.0577 3.8606 0.11 -0.01 -0.03
C -2.0023 0.4862 4.2874 -0.04 -0.03 -0.02
C 1.6841 0.4104 -1.5144 -0.48 -0.02 -0.03
O 0.9503 0.6130 -2.5621 1.54 0.27 -0.28
C 3.0925 0.5979 -1.4185 0.26 0.05 -0.01
C 3.6614 0.2478 -0.2140 -0.08 0.14 -0.43
C 3.9824 1.2159 -2.5120 0.03 0.09 0.04
C 4.1753 2.6995 -2.1532 -0.01 -0.06 -0.02
C 5.3513 0.5194 -2.5217 -0.01 0.02 0.04
C 3.4173 1.1277 -3.9349 -0.08 -0.11 0.11
H 5.3728 -2.1826 2.5132 0.02 0.02 0.00
H 5.6124 -1.2716 1.0242 0.01 -0.05 -0.02
H 4.4256 -2.5835 1.0742 0.02 -0.03 0.02
H 5.0252 0.1530 3.6125 0.01 0.01 0.00
H 3.6815 1.1732 3.0752 0.01 0.01 0.02
H 5.1036 0.9594 2.0446 0.02 0.03 0.04
H 3.5282 -1.8186 3.9710 0.01 0.02 0.00
H 2.3832 -2.3323 2.7372 -0.01 0.00 0.02
H 2.1651 -0.7795 3.5783 -0.03 -0.02 -0.01
H 1.0390 -0.8611 1.6444 0.09 -0.01 -0.05
H -0.7309 0.1337 2.1626 -0.12 0.07 -0.01
H -4.4018 -2.0321 1.9715 0.02 0.01 -0.03
H -4.8562 -3.9464 1.0165 -0.05 -0.03 0.01
H -5.9803 -4.1198 -0.3300 0.00 0.01 -0.02
H -6.0844 -2.6978 0.7090 -0.03 -0.05 0.03
H -2.8538 -4.1783 -0.5791 -0.02 -0.03 0.00
H -2.8457 -3.2508 -2.0878 0.01 -0.02 0.00
H -4.0656 -4.5000 -1.8267 -0.03 0.02 0.00
H -5.9872 -1.3019 -1.3536 -0.01 0.00 -0.01
H -5.7804 -2.7314 -2.3778 -0.04 0.02 0.02
H -4.6191 -1.4067 -2.4671 0.05 0.03 -0.07
H -3.4498 -2.6504 4.0741 0.01 -0.02 0.03
H -3.0056 -1.7308 5.5162 0.01 -0.03 0.00
H -1.7532 -2.2512 4.3759 0.00 -0.01 0.01
H -5.1228 -0.8186 3.5903 -0.03 0.01 -0.02
H -4.5679 0.8245 3.2425 -0.03 0.02 0.03
H -4.5658 0.2105 4.9031 -0.02 0.00 0.00
H -0.9787 0.1153 4.3690 0.02 0.01 -0.03
H -2.3361 0.7460 5.2921 0.03 -0.03 0.01
H -1.9985 1.4004 3.6906 0.00 0.02 0.03
H 4.7258 0.4013 -0.1023 -0.04 -0.06 0.01
H 4.6318 2.8058 -1.1676 0.00 0.03 0.00
H 3.2176 3.2261 -2.1440 0.00 0.01 -0.01
H 4.8242 3.1812 -2.8870 -0.01 0.01 0.01
H 5.9191 0.7210 -1.6133 0.07 -0.03 -0.06
H 5.9447 0.8858 -3.3596 -0.01 0.02 0.01
H 5.2389 -0.5606 -2.6303 0.03 0.00 -0.01
H 2.5166 1.7222 -4.0485 -0.11 0.01 -0.02
H 3.1899 0.0966 -4.2082 -0.03 0.00 -0.04
H 4.1608 1.5082 -4.6372 0.02 -0.02 0.06
N 1.2305 6.8325 -3.9423 -0.06 -0.04 0.00
C 0.6310 5.8758 -3.7337 0.13 0.33 -0.08
C -0.0683 4.6612 -3.4589 -0.27 -0.56 0.15
C -0.4092 4.3197 -2.1499 0.10 0.24 -0.16
C -0.9651 3.0835 -1.9124 -0.05 -0.20 0.06
N -1.1772 2.1798 -2.8831 -0.47 1.79 -0.82
C -0.9475 2.5577 -4.1535 0.00 -0.11 0.16
C -0.3940 3.7741 -4.4839 0.09 0.27 -0.02
H -0.2247 5.0085 -1.3382 0.00 -0.04 0.03
H -1.2327 2.7812 -0.9070 0.06 -0.02 0.01
H -1.1986 1.8369 -4.9217 0.07 0.02 -0.04
H -0.1997 4.0314 -5.5151 0.02 -0.06 -0.01
```
Positions in Å, forces in eV/Å.

Here are the Löwdin charges for atoms 1 to 8, given in e: 0.99, -0.03, -0.55, -0.03, -0.06, -0.13, 0.06, -0.14


Entry 3:
Here is 3 unconnected molecules or ions with the total composition C7H13BrN2O10S from the OMol25 dataset. Energies are from ωB97M-V/def2-TZVPD.

Values from the calculation:
highest occupied orbital energy	-10.693	eV
energy	-111795.461	eV

Geometry as XYZ:
```
34
Properties=species:S:1:pos:R:3:forces:R:3
C -2.5066 -1.3031 -1.9208 0.62 -0.09 -0.41
C -2.1646 -2.7569 -1.8434 -1.07 -0.33 0.28
O -2.9657 -3.5760 -1.4939 0.43 0.01 -0.14
O -0.8986 -3.1333 -2.2304 0.03 0.13 -0.05
C 0.0540 -3.0111 -1.2126 0.04 -0.45 -0.30
O 1.0207 -2.0249 -1.5085 -0.06 0.27 0.82
S 0.9247 -0.6452 -0.6129 -0.52 -0.12 -0.16
O 2.1715 -0.0334 -0.9120 0.77 0.68 -0.35
O 1.1327 -1.1715 0.9421 0.14 -0.11 -0.59
C -0.0372 -1.0816 1.7220 -0.66 -0.72 0.23
C -0.0893 -2.3324 2.5889 1.49 -0.37 0.61
O 0.8916 -2.7645 3.1125 -1.07 0.21 -0.37
Br -1.8002 -3.2145 2.8020 -0.01 0.24 -0.13
H -1.7016 -0.7171 -2.3288 0.28 0.27 -0.06
H -3.3539 -1.2131 -2.5776 -0.46 0.08 -0.19
H -2.7849 -0.9305 -0.9512 -0.18 0.12 0.44
H -0.4343 -2.8571 -0.2558 -0.09 0.24 0.27
H 0.5777 -3.9471 -1.1596 0.35 -0.38 -0.02
H -0.9381 -1.0018 1.1292 -0.25 0.03 -0.28
H -0.0132 -0.2245 2.3736 0.15 0.44 0.37
C 1.1809 2.8571 -3.0132 0.08 0.16 -0.07
N -0.2634 2.5263 -3.1530 0.25 0.08 0.00
O -0.9688 3.2902 -3.7662 -0.13 0.11 -0.10
O -0.6341 1.4955 -2.6318 -0.12 -0.26 0.12
H 1.3671 3.7946 -3.5220 -0.06 0.02 -0.02
H 1.3950 2.9323 -1.9518 0.02 -0.12 0.02
H 1.7447 2.0442 -3.4595 0.00 -0.07 0.10
C 1.8279 2.4717 3.9931 0.05 -0.17 -0.02
N 0.6249 3.0156 3.3034 0.15 -0.11 0.05
O 0.0307 2.2840 2.5376 -0.10 -0.19 -0.13
O 0.3210 4.1559 3.5520 -0.05 0.23 0.05
H 1.9777 1.4481 3.6718 -0.03 -0.01 -0.04
H 2.6702 3.0970 3.7158 -0.01 0.07 0.05
H 1.6416 2.5272 5.0608 0.02 0.09 0.01
```
Positions in Å, forces in eV/Å.

Here are the Löwdin charges for atoms 1 to 8, given in e: 0.03, -0.51, 0.15, 0.02, -0.24, -0.24, 0.94, -0.35


Entry 4:
Here is C4H9NOS in the gas phase from the OMol25 dataset. Energies are from ωB97M-V/def2-TZVPD.

Values from the calculation:
highest occupied orbital energy (alpha / beta)	-9.385 / -8.748	eV
energy	-18662.908	eV
energy above the lowest of the compared OMol25 structures with the same formula, charge and spin	445.61	kJ/mol

Geometry as XYZ:
```
16
Properties=species:S:1:pos:R:3:forces:R:3
C 0.5465 -0.5244 0.3641 -1.17 -1.35 1.20
C 0.1512 0.7004 1.1502 -0.85 0.55 1.76
C -0.6562 -1.5046 0.0316 4.58 -0.69 2.46
C -0.2567 2.0178 -0.8060 -0.82 -2.61 -0.63
N -0.7317 1.6057 0.4842 0.34 -0.06 -0.07
O 0.8668 -2.9677 -1.5794 -0.13 0.02 0.31
S 0.1216 -3.0810 -0.2801 -0.02 -0.45 -0.79
H 0.9432 -0.2943 -0.6210 0.68 0.07 0.30
H 1.2778 -0.9711 1.1052 -0.53 -0.22 -1.51
H -0.3593 0.4620 2.1663 0.99 -0.05 -1.63
H 1.1347 1.1481 1.4080 -0.45 0.45 -0.10
H -1.3265 -1.7408 0.7896 -1.01 -0.06 2.03
H -1.2109 -1.1667 -0.7142 -2.22 1.40 -3.76
H -0.4585 3.0280 -0.8807 -0.81 2.12 -0.67
H 0.7924 1.8902 -1.0160 0.67 -0.32 0.10
H -0.8344 1.3984 -1.6017 0.75 1.20 1.01
```
Positions in Å, forces in eV/Å.

Here are the Löwdin charges for atoms 1 to 8, given in e: -0.25, -0.32, -0.41, -0.16, -0.01, -0.56, 0.91, 0.09


Per-record maximum force, eV/Å: 2.01 2.03 1.65 5.24